No. 1
Formula: CH3NO3
Source: OMol25
Level of theory: ωB97M-V/def2-TZVPD

As for the spin multiplicity: 1. As for the charge: 0. For the HOMO energy, the calculation gives -10.423 eV. The frontier orbital gap comes out at 10.610 eV. The lowest unoccupied orbital energy is 0.187 eV. The total energy is -8714.220 eV. The energy relative to the best compared isomer or geometry (same formula, charge and spin) comes out at 265.0 kJ/mol.

Geometry (Å):
C 1.855 -1.207 -0.228
N -2.467 -0.117 0.001
O 0.797 -1.506 0.284
O -2.124 -1.166 0.466
O -1.472 0.470 -0.688
H 2.118 -0.265 -0.809
H 2.880 -1.855 -0.289
H -0.710 -0.201 -0.691

No. 2
Formula: CH5NOS
Source: OMol25
Level of theory: ωB97M-V/def2-TZVPD

As for the spin multiplicity: 1. As for the charge: 0. For the HOMO energy, the calculation gives -8.867 eV. The frontier orbital gap comes out at 8.716 eV. The lowest unoccupied orbital energy is -0.151 eV. The total energy is -15487.766 eV. The energy relative to the best compared isomer or geometry (same formula, charge and spin) comes out at 323.6 kJ/mol.

Geometry (Å):
C 0.522 -1.191 -0.472
N -1.011 1.428 0.378
O 1.389 1.546 1.125
S 0.344 0.601 1.144
H -0.470 -1.033 -0.894
H 0.673 -2.060 0.266
H -1.815 0.837 0.507
H -0.751 1.311 -0.630
H 1.118 -1.439 -1.425

No. 3
Formula: C2H8IN2
Source: OMol25
Level of theory: ωB97M-V/def2-TZVPD

As for the spin multiplicity: 1. As for the charge: +1. For the HOMO energy, the calculation gives -12.537 eV. The frontier orbital gap comes out at 9.387 eV. The lowest unoccupied orbital energy is -3.150 eV. The total energy is -13276.470 eV. The energy relative to the best compared isomer or geometry (same formula, charge and spin) comes out at 161.9 kJ/mol.

Geometry (Å):
C -0.092 0.549 0.479
C 0.998 -0.405 0.173
N 0.442 0.918 -0.810
N 2.246 -0.249 0.673
I -5.086 -0.760 -0.375
H -1.101 0.079 0.420
H 0.175 1.296 1.222
H 0.876 -1.276 -0.376
H 1.108 1.666 -0.964
H 0.039 0.745 -1.748
H 2.408 0.423 1.490
H 2.966 -0.725 0.174
H -4.978 -2.261 -0.358

No. 4
Formula: CH10NO4
Source: OMol25
Level of theory: ωB97M-V/def2-TZVPD

As for the spin multiplicity: 1. As for the charge: -1. For the HOMO energy, the calculation gives -4.253 eV. The frontier orbital gap comes out at 8.393 eV. The lowest unoccupied orbital energy is 4.139 eV. The total energy is -10879.688 eV. The energy relative to the best compared isomer or geometry (same formula, charge and spin) comes out at 115.9 kJ/mol.

Geometry (Å):
N -1.556 -1.517 0.393
C -0.670 -0.439 0.879
O 0.533 -0.195 0.227
H -1.285 -2.053 -0.453
H -1.817 -2.107 1.147
H -1.409 0.383 0.817
H -0.721 -0.483 2.020
H 0.782 0.542 -2.332
H 0.041 -0.025 -1.151
O -0.154 0.479 -2.049
H -0.416 2.148 -1.008
H -1.270 3.012 0.076
O -0.671 3.109 -0.776
H 1.617 -0.899 1.046
H 2.583 -2.279 0.924
O 2.393 -1.517 1.459

| no. | maximum force (hartree/bohr) |
| --- | --- |
| 1 | 0.050 |
| 2 | 0.083 |
| 3 | 0.060 |
| 4 | 0.066 |